1.
# C2H8NO

2 unconnected molecules or ions with the total composition C2H8NO at a distorted geometry (ωB97M-V/def2-TZVPD, OMol25).

Results
largest force on an atom: 0.02037 hartree/bohr
energy above the lowest of the compared OMol25 structures with the same formula, charge and spin: 53.02 kJ/mol
spin multiplicity: 2

The geometry in XYZ format:
```
12
C2H8NO (ωB97M-V/def2-TZVPD)
O -0.12 -1.85 -1.36
H 0.66 -0.06 -0.69
H 0.53 -2.51 -1.58
H -0.90 -2.35 -1.59
C -0.26 -0.02 1.21
C 0.35 1.91 -0.13
N 0.25 0.56 -0.01
H -0.91 -0.88 1.07
H 0.55 -0.45 1.81
H -0.86 0.76 1.68
H 0.55 2.33 -1.11
H 0.17 2.56 0.71
```



2.
# C4H12N2O3

3 unconnected molecules or ions with the total composition C4H12N2O3 at a distorted geometry (ωB97M-V/def2-TZVPD, OMol25).

Results
largest force on an atom: 0.10086 hartree/bohr
energy above the lowest of the compared OMol25 structures with the same formula, charge and spin: 514.13 kJ/mol
spin multiplicity: 1

The geometry in XYZ format:
```
21
C4H12N2O3 (ωB97M-V/def2-TZVPD)
C -0.53 0.43 -0.21
C -0.34 -0.85 0.34
C 1.75 -0.66 -0.09
C -2.66 0.05 0.18
N -0.51 0.74 -1.57
N 2.31 0.50 -0.70
O -0.20 1.47 0.61
O -0.36 -1.04 1.70
O 2.38 -0.91 1.14
H -0.46 2.27 0.14
H -0.47 -0.17 2.12
H 1.72 -1.32 1.73
H -0.57 -1.72 -0.25
H 1.83 -1.52 -0.77
H -0.92 0.01 -2.13
H 0.46 0.92 -1.86
H 2.34 1.26 -0.03
H 3.27 0.33 -1.02
H -2.90 0.83 0.91
H -3.11 0.28 -0.79
H -3.04 -0.90 0.55
```



> Among the records above, which one has the highest spin multiplicity?

C2H8NO



> What is the largest force on an atom in the second record?

0.10086 hartree/bohr



> largest force on an atom of number 2 (C4H12N2O3)?

0.10086 hartree/bohr